P | This record from the Open Molecules 2025 dataset describes a structure of composition C4H10NOP. The level of theory is ωB97M-V/def2-TZVPD.

Orbital gap (eV): 8.73
Total charge: 0
Spin multiplicity: 1

```
17
Properties=species:S:1:pos:R:3:lowdin_charge:R:1
C 0.0039 0.8109 0.1156 -0.44
C 2.4119 0.7764 0.5015 -0.05
C 1.1791 -1.3737 0.3847 -0.11
C -3.0484 0.5467 -0.7999 -0.45
N 1.1262 0.1053 0.2791 -0.22
O -0.3778 1.9611 0.1978 -0.01
P -1.9623 -0.6116 0.1456 0.80
H 2.6171 0.7915 1.5947 0.10
H 3.1390 0.2292 -0.1231 0.09
H 2.3032 1.8861 0.1903 0.12
H 0.6766 -1.8970 -0.5393 0.09
H 2.1601 -1.8163 0.6494 0.09
H 0.5083 -1.7161 1.2068 0.06
H -2.9998 0.4386 -1.9416 0.05
H -2.8387 1.5836 -0.5587 0.01
H -4.0602 0.3422 -0.5759 -0.02
H -1.4476 -1.3410 -1.0433 -0.11
```

=====

Q | This record from the Open Molecules 2025 dataset describes a cluster of 2 separate species, C4H10NOP in total. The level of theory is ωB97M-V/def2-TZVPD.

SMILES: CP(N)O.C#CC
Orbital gap (eV): 9.69
Total charge: 0
Spin multiplicity: 1

```
17
Properties=species:S:1:pos:R:3:lowdin_charge:R:1
C -1.1556 -1.2859 2.7638 0.09
C 1.2950 -1.2934 1.8618 -0.15
C -0.0564 1.5118 -2.6684 -0.22
C -0.0088 -1.2241 2.4513 -0.24
N -0.8648 0.9590 -0.0627 -0.19
O 0.1209 -1.0124 -1.4655 -0.34
P 0.4684 0.5425 -1.0870 0.76
H -2.0754 -1.1536 3.2614 0.02
H 1.3612 -1.4994 0.7941 0.04
H 1.9296 -2.0028 2.4140 0.08
H 1.8625 -0.2807 1.9696 0.11
H -0.8564 2.1441 -2.3580 0.01
H 0.7915 2.0301 -2.8659 -0.03
H -0.2730 0.7741 -3.4050 0.02
H -0.5534 -1.2347 -2.0808 0.03
H -0.6239 1.2571 0.8661 0.01
H -1.3616 1.7682 -0.3888 0.00
```

=====

R | This record from the Open Molecules 2025 dataset describes the molecule C4H10NOP. The level of theory is ωB97M-V/def2-TZVPD.

SMILES: C/N=C/[C@H](P)CO
Orbital gap (eV): 10.11
Total charge: 0
Spin multiplicity: 1

```
17
Properties=species:S:1:pos:R:3:lowdin_charge:R:1
C 0.5727 -0.1894 0.0169 -0.33
C 2.8112 -0.2390 0.0132 -0.18
C -1.6911 0.9556 -0.2293 -0.38
C -0.7978 -0.1123 0.5278 -0.53
N 1.5761 -0.2580 0.7431 -0.02
O -1.2581 2.1923 0.2295 -0.11
P -1.7790 -1.6701 0.0027 0.83
H 0.4709 -0.1952 -1.1535 0.15
H 3.4584 0.7587 0.2864 0.12
H 2.7244 -0.1594 -1.1903 0.10
H 3.3213 -1.1623 0.3711 0.07
H -2.8333 0.9190 0.1099 0.13
H -1.7013 1.0195 -1.3806 0.13
H -0.9909 -0.0433 1.6631 0.14
H -2.0205 2.6695 0.6719 0.12
H -0.8238 -2.6347 0.4354 -0.10
H -1.0391 -1.8511 -1.1174 -0.14
```

=====

Stability check: which of them is most stable? Q.

=====

P | This record from the Open Molecules 2025 dataset describes a structure of composition C4H10NOP. The level of theory is ωB97M-V/def2-TZVPD.

Orbital gap (eV): 8.48
Total charge: 0
Spin multiplicity: 1

```
17
Properties=species:S:1:pos:R:3:lowdin_charge:R:1
C -2.9917 -0.8988 -2.3572 0.03
C 0.9125 -1.2182 -0.2849 -0.22
C 1.0257 1.0920 2.7518 -0.08
C 0.5502 -0.0455 -1.1312 -0.49
N -1.8963 -0.7799 -2.0619 0.02
O -1.3373 1.8076 -1.4985 -0.49
P -1.0648 0.7457 -0.5791 0.73
H -4.0470 -1.0032 -2.5382 0.09
H 1.4579 1.8419 3.5556 0.06
H 0.9344 -0.9496 0.8491 0.07
H 0.2444 -2.0544 -0.3874 0.05
H 1.8526 -1.6391 -0.5637 0.05
H 1.2082 -0.0508 2.9878 0.06
H -0.0392 1.2098 2.7222 -0.02
H 1.4125 1.3276 1.8083 -0.04
H 0.4599 -0.2834 -2.2142 0.06
H 1.3180 0.8982 -1.0584 0.12
```

=====

Q | This record from the Open Molecules 2025 dataset describes the molecule C4H10NOP. The level of theory is ωB97M-V/def2-TZVPD.

SMILES: CC(C)=NP(C)O
Orbital gap (eV): 9.45
Total charge: 0
Spin multiplicity: 1

```
17
Properties=species:S:1:pos:R:3:lowdin_charge:R:1
C -1.2130 -0.9179 -1.1907 -0.04
C -0.9537 -0.3084 0.1820 -0.48
C -2.0430 0.0208 1.0733 -0.08
C 2.0320 1.0083 -0.6729 -0.26
N 0.2005 -0.2462 0.7432 -0.11
O 2.5221 -0.4808 1.4098 -0.33
P 1.7552 -0.6725 0.0777 0.73
H -1.5249 -0.1825 -1.9456 0.09
H -0.3995 -1.2827 -1.6694 0.01
H -2.0877 -1.4846 -1.2478 0.06
H -2.3660 -0.7951 1.6969 0.08
H -1.6708 0.8117 1.6996 0.07
H -3.0201 0.3493 0.4469 0.13
H 3.1014 1.0429 -1.0372 0.05
H 1.4282 1.0138 -1.4849 -0.03
H 1.9214 1.8582 -0.0438 0.03
H 2.3180 0.2656 1.9630 0.05
```

=====

Stability check: which of them is most stable? Q.